1.
The following is a DFT calculation (the ωB97M-V functional and the def2-TZVPD basis) of a cluster of 6 separate species, C50H59N5O13SSi in total.

## Properties
2S+1: 1
charge: 0
structure (SMILES): C[Si](C)(CCCCCCCC[C@@H]1CCS(=O)(=O)OC1)c1ccccc1.O=[N+]([O-])c1ccccc1.O=[N+]([O-])c1ccccc1.O=[N+]([O-])c1ccccc1.O=[N+]([O-])c1ccccc1.O=[N+]([O-])c1ccccc1
HOMO-LUMO gap: 8.29 eV

CARTESIAN COORDINATES (ANGSTROEM)
C1 2.92 0.92 2.76
Si1 1.66 0.26 1.53
C2 1.42 -1.60 1.75
C3 0.02 1.14 1.86
C4 -0.37 1.29 3.36
C5 -1.89 1.69 3.37
C6 -2.17 3.00 2.64
C7 -3.70 3.16 2.35
C8 -3.99 3.27 0.84
C9 -3.65 1.95 0.09
C10 -4.84 0.97 0.31
C11 -4.47 -0.52 0.54
C12 -3.20 -1.01 -0.15
C13 -2.84 -2.41 0.44
S1 -4.31 -3.42 0.38
O1 -4.90 -3.55 1.67
O2 -4.03 -4.73 -0.14
O3 -5.30 -2.62 -0.57
C14 -5.69 -1.37 0.05
C15 2.13 0.71 -0.26
C16 3.11 1.63 -0.55
C17 3.36 1.94 -1.88
C18 2.63 1.33 -2.85
C19 1.66 0.40 -2.57
C20 1.40 0.09 -1.25
H1 2.48 0.90 3.76
H2 3.83 0.32 2.82
H3 3.16 1.96 2.52
H4 2.29 -2.07 2.23
H5 1.21 -2.14 0.83
H6 0.58 -1.76 2.44
H7 -0.80 0.70 1.26
H8 0.14 2.16 1.46
H9 0.23 2.05 3.85
H10 -0.22 0.32 3.84
H11 -2.44 0.89 2.87
H12 -2.20 1.84 4.41
H13 -1.68 3.08 1.67
H14 -1.88 3.89 3.21
H15 -4.06 4.09 2.80
H16 -4.27 2.33 2.77
H17 -5.03 3.54 0.64
H18 -3.34 4.06 0.43
H19 -3.59 2.18 -0.97
H20 -2.70 1.61 0.50
H21 -5.56 1.11 -0.50
H22 -5.35 1.30 1.22
H23 -4.44 -0.68 1.62
H24 -3.31 -1.10 -1.23
H25 -2.32 -0.38 0.04
H26 -2.00 -2.85 -0.10
H27 -2.57 -2.24 1.48
H28 -6.26 -0.83 -0.70
H29 -6.38 -1.57 0.87
H30 3.64 2.08 0.28
H31 4.12 2.69 -2.09
H32 2.81 1.59 -3.89
H33 1.07 -0.08 -3.34
H34 0.63 -0.62 -0.98
O4 4.40 -5.99 0.95
N1 3.20 -5.84 1.10
O5 2.66 -5.62 2.16
C21 2.35 -5.94 -0.10
C22 2.93 -6.23 -1.32
C23 2.11 -6.34 -2.44
C24 0.74 -6.16 -2.32
C25 0.18 -5.86 -1.08
C26 0.99 -5.75 0.04
H35 3.99 -6.37 -1.42
H36 2.55 -6.57 -3.40
H37 0.10 -6.25 -3.19
H38 -0.89 -5.71 -0.99
H39 0.55 -5.52 1.00
O6 1.24 2.96 6.25
N2 0.33 3.76 6.10
O7 -0.84 3.45 6.00
C27 0.68 5.18 6.01
C28 2.01 5.56 6.08
C29 2.34 6.90 5.98
C30 1.33 7.85 5.82
C31 0.00 7.46 5.76
C32 -0.33 6.12 5.86
H40 2.79 4.82 6.21
H41 3.37 7.21 6.02
H42 1.59 8.90 5.73
H43 -0.78 8.20 5.64
H44 -1.36 5.81 5.81
O8 4.72 -5.77 -4.32
N3 5.17 -6.03 -5.42
O9 5.33 -5.22 -6.31
C33 5.53 -7.43 -5.69
C34 5.32 -8.38 -4.71
C35 5.64 -9.70 -4.98
C36 6.17 -10.06 -6.21
C37 6.38 -9.08 -7.18
C38 6.06 -7.76 -6.92
H45 4.91 -8.11 -3.75
H46 5.47 -10.46 -4.22
H47 6.42 -11.09 -6.42
H48 6.80 -9.36 -8.14
H49 6.23 -7.01 -7.68
O10 3.33 7.44 2.89
N4 3.78 8.44 3.42
O11 4.32 8.46 4.51
C39 3.67 9.71 2.69
C40 3.02 9.73 1.47
C41 2.90 10.94 0.80
C42 3.41 12.10 1.35
C43 4.06 12.06 2.58
C44 4.19 10.86 3.26
H50 2.62 8.83 1.04
H51 2.39 10.97 -0.16
H52 3.30 13.04 0.83
H53 4.46 12.97 3.01
H54 4.69 10.83 4.21
O12 -6.35 -3.35 -8.03
N5 -7.04 -4.08 -7.34
O13 -8.06 -4.62 -7.72
C45 -6.62 -4.30 -5.95
C46 -5.48 -3.66 -5.48
C47 -5.10 -3.86 -4.17
C48 -5.84 -4.68 -3.34
C49 -6.97 -5.32 -3.83
C50 -7.37 -5.13 -5.14
H55 -4.90 -3.02 -6.13
H56 -4.22 -3.36 -3.78
H57 -5.54 -4.83 -2.31
H58 -7.55 -5.97 -3.18
H59 -8.25 -5.63 -5.52

2.
The following is a DFT calculation (the ωB97M-V functional and the def2-TZVPD basis) of a cluster of 4 separate species, C50H63IN4OS in total.

## Properties
2S+1: 1
charge: 0
structure (SMILES): CC(C)=CCC[C@@H](C)CCc1c(N)c(CCCI)c(COc2cc(C)ccc2C(C)C)c2nc(N)c(S)nc12.c1ccccc1.c1ccccc1.c1ccccc1
HOMO-LUMO gap: 7.29 eV

CARTESIAN COORDINATES (ANGSTROEM)
C1 3.05 1.15 2.22
C2 3.19 1.71 3.69
C3 2.79 0.71 4.85
C4 3.67 2.98 3.90
C5 3.36 4.24 3.04
C6 2.32 5.23 3.74
C7 1.01 5.47 2.86
C8 1.36 5.97 1.39
C9 0.32 4.06 2.71
C10 -1.05 4.06 1.92
C11 -1.11 2.89 0.87
C12 -1.26 3.20 -0.56
N1 -1.41 4.61 -0.89
C13 -1.31 2.13 -1.63
C14 -1.51 2.38 -3.16
C15 -0.81 3.67 -3.74
C16 -0.99 3.65 -5.31
I1 0.47 2.40 -6.32
C17 -1.20 0.74 -1.14
C18 -1.28 -0.47 -2.16
O1 -0.09 -0.63 -2.98
C19 1.10 -0.43 -2.28
C20 1.79 0.86 -2.54
C21 3.07 1.20 -1.92
C22 3.87 2.52 -2.18
C23 3.64 0.19 -1.00
C24 2.97 -1.09 -0.72
C25 1.68 -1.45 -1.37
C26 1.00 -2.83 -1.11
C27 1.67 -3.59 0.11
C28 1.15 -3.73 -2.43
C29 -1.04 0.41 0.32
N2 -0.95 -0.94 0.65
C30 -0.86 -1.18 1.98
N3 -0.81 -2.55 2.43
C31 -0.85 -0.04 2.99
S1 -0.71 -0.50 4.78
N4 -0.89 1.28 2.73
C32 -1.00 1.46 1.35
H1 2.39 1.79 1.56
H2 4.09 1.21 1.77
H3 2.77 0.06 2.19
H4 2.26 1.23 5.70
H5 3.72 0.18 5.21
H6 2.15 -0.08 4.37
H7 4.39 3.12 4.76
H8 4.29 4.87 2.84
H9 2.99 3.91 2.03
H10 2.79 6.18 4.11
H11 1.96 4.66 4.66
H12 0.34 6.20 3.39
H13 0.43 6.42 0.93
H14 2.23 6.67 1.39
H15 1.60 5.04 0.79
H16 0.08 3.70 3.76
H17 0.97 3.26 2.27
H18 -1.92 3.89 2.63
H19 -1.23 5.06 1.45
H20 -0.59 4.93 -1.41
H21 -2.23 4.75 -1.48
H22 -2.61 2.32 -3.38
H23 -1.05 1.50 -3.71
H24 0.25 3.79 -3.41
H25 -1.40 4.57 -3.39
H26 -2.02 3.23 -5.52
H27 -1.00 4.69 -5.75
H28 -1.58 -1.43 -1.67
H29 -2.11 -0.19 -2.88
H30 1.31 1.59 -3.24
H31 4.28 2.44 -3.23
H32 4.77 2.56 -1.51
H33 3.25 3.45 -2.15
H34 4.62 0.41 -0.52
H35 3.50 -1.76 -0.01
H36 -0.10 -2.77 -0.91
H37 2.72 -3.93 -0.11
H38 1.06 -4.48 0.45
H39 1.77 -2.87 0.97
H40 1.55 -4.74 -2.11
H41 1.81 -3.27 -3.20
H42 0.13 -3.94 -2.87
H43 -1.72 -2.75 2.85
H44 -0.64 -3.20 1.66
H45 -1.93 -0.18 5.35
C33 -4.16 -4.12 4.06
C34 -5.30 -4.87 3.82
C35 -5.38 -6.18 4.27
C36 -4.31 -6.74 4.95
C37 -3.16 -6.00 5.18
C38 -3.08 -4.69 4.73
H46 -4.10 -3.09 3.71
H47 -6.14 -4.43 3.29
H48 -6.28 -6.76 4.10
H49 -4.37 -7.77 5.31
H50 -2.32 -6.45 5.70
H51 -2.18 -4.10 4.90
C39 5.18 -7.32 -4.32
C40 4.49 -7.28 -5.53
C41 3.83 -6.12 -5.91
C42 3.84 -5.00 -5.08
C43 4.52 -5.04 -3.87
C44 5.19 -6.20 -3.49
H52 5.70 -8.22 -4.02
H53 4.48 -8.15 -6.17
H54 3.29 -6.09 -6.85
H55 3.33 -4.10 -5.38
H56 4.53 -4.17 -3.22
H57 5.72 -6.23 -2.55
C45 -6.28 2.75 -1.90
C46 -7.43 1.99 -2.12
C47 -7.48 0.68 -1.66
C48 -6.40 0.13 -0.99
C49 -5.26 0.89 -0.78
C50 -5.20 2.20 -1.23
H58 -6.24 3.78 -2.26
H59 -8.27 2.42 -2.65
H60 -8.38 0.08 -1.83
H61 -6.45 -0.89 -0.63
H62 -4.41 0.46 -0.26
H63 -4.31 2.79 -1.07

3.
The following is a DFT calculation (the ωB97M-V functional and the def2-TZVPD basis) of a cluster of 5 separate species, C50H65FN5O16P in total.

## Properties
2S+1: 1
charge: 0
structure (SMILES): C=Cc1c(P(=N)(O)O)c(CCc2ccccc2)c(CCN(CC)C(C)=O)c2nc(F)c(CCCNCc3ccccc3O)nc12.C[C@@H]1COC(=O)O1.C[C@@H]1COC(=O)O1.C[C@@H]1COC(=O)O1.C[C@@H]1COC(=O)O1
HOMO-LUMO gap: 8.12 eV
energy relative to the best compared isomer or geometry (same formula, charge and spin): 0.0 kcal/mol

CARTESIAN COORDINATES (ANGSTROEM)
C1 -0.41 -2.11 -3.24
C2 -1.51 -1.64 -2.70
C3 -1.56 -0.39 -1.90
C4 -1.57 0.86 -2.54
P1 -1.56 0.85 -4.37
N1 -1.93 2.19 -5.06
O1 -2.60 -0.26 -4.87
O2 -0.09 0.35 -4.84
C5 -1.57 2.04 -1.73
C6 -1.52 3.40 -2.39
C7 -2.90 3.90 -2.80
C8 -2.88 5.27 -3.43
C9 -2.15 6.32 -2.87
C10 -2.16 7.58 -3.47
C11 -2.91 7.82 -4.62
C12 -3.64 6.77 -5.17
C13 -3.64 5.52 -4.57
C14 -1.61 1.96 -0.33
C15 -1.66 3.27 0.43
C16 -1.75 3.28 1.95
N2 -1.85 4.66 2.46
C17 -0.64 5.47 2.16
C18 -1.04 6.73 1.37
C19 -2.00 4.63 3.89
C20 -1.03 3.86 4.75
O3 -2.90 5.22 4.40
C21 -1.65 0.68 0.27
N3 -1.75 0.58 1.64
C22 -1.78 -0.60 2.11
F1 -1.91 -0.73 3.43
C23 -1.68 -1.80 1.34
C24 -1.71 -3.11 2.07
C25 -0.63 -3.23 3.18
C26 0.28 -4.44 3.06
N4 1.39 -4.32 4.04
C27 2.48 -3.53 3.45
C28 3.10 -2.46 4.35
C29 3.68 -1.37 3.72
C30 4.30 -0.34 4.43
C31 4.33 -0.40 5.82
C32 3.75 -1.47 6.46
C33 3.14 -2.50 5.74
O4 2.60 -3.56 6.45
N5 -1.59 -1.75 0.05
C34 -1.60 -0.48 -0.50
H1 -0.45 -2.87 -4.00
H2 0.58 -1.76 -2.96
H3 -2.42 -2.22 -2.84
H4 -1.20 2.56 -5.66
H5 -3.15 -0.58 -4.14
H6 0.43 1.16 -4.88
H7 -0.86 3.31 -3.24
H8 -1.07 4.14 -1.75
H9 -3.41 3.18 -3.43
H10 -3.50 3.99 -1.89
H11 -1.56 6.20 -1.97
H12 -1.61 8.40 -3.04
H13 -2.90 8.80 -5.06
H14 -4.24 6.95 -6.05
H15 -4.22 4.71 -5.00
H16 -0.78 3.84 0.14
H17 -2.50 3.85 0.05
H18 -2.63 2.74 2.26
H19 -0.90 2.74 2.38
H20 0.12 4.91 1.62
H21 -0.18 5.82 3.08
H22 -1.35 7.50 2.07
H23 -0.23 7.09 0.75
H24 -1.90 6.48 0.76
H25 -1.25 4.00 5.80
H26 0.01 4.10 4.53
H27 -1.14 2.81 4.51
H28 -2.71 -3.21 2.51
H29 -1.62 -3.90 1.33
H30 -0.04 -2.31 3.19
H31 -1.14 -3.29 4.13
H32 0.67 -4.59 2.05
H33 -0.30 -5.33 3.33
H34 0.99 -3.77 4.79
H35 3.28 -4.18 3.11
H36 2.08 -2.99 2.59
H37 3.69 -1.32 2.64
H38 4.77 0.48 3.92
H39 4.82 0.39 6.36
H40 3.76 -1.51 7.54
H41 1.82 -3.23 6.93
C35 -1.50 -7.63 6.74
C36 -0.53 -6.59 7.22
C37 -0.77 -6.07 8.62
O5 -0.23 -4.74 8.54
C38 -0.31 -4.35 7.26
O6 -0.10 -3.23 6.88
O7 -0.65 -5.37 6.46
H42 -1.28 -7.92 5.72
H43 -1.44 -8.52 7.37
H44 -2.52 -7.25 6.77
H45 0.50 -6.94 7.11
H46 -0.26 -6.64 9.39
H47 -1.83 -5.99 8.86
C39 3.36 -3.51 -4.19
C40 4.11 -2.73 -3.15
C41 5.49 -3.26 -2.81
O8 5.64 -2.85 -1.44
C42 4.40 -2.75 -0.91
O9 4.14 -2.63 0.24
O10 3.46 -2.83 -1.88
H48 2.36 -3.10 -4.33
H49 3.87 -3.50 -5.15
H50 3.24 -4.55 -3.88
H51 4.16 -1.67 -3.42
H52 6.28 -2.84 -3.43
H53 5.54 -4.35 -2.85
C43 6.34 -5.08 1.56
C44 5.39 -6.24 1.41
C45 5.36 -7.21 2.57
O11 4.98 -8.43 1.93
C46 5.39 -8.37 0.64
O12 5.39 -9.28 -0.12
O13 5.80 -7.11 0.33
H54 6.32 -4.46 0.67
H55 6.05 -4.46 2.41
H56 7.36 -5.42 1.70
H57 4.39 -5.88 1.18
H58 4.64 -6.93 3.33
H59 6.35 -7.35 3.02
C47 -5.38 6.60 -11.39
C48 -4.72 6.60 -10.03
C49 -5.47 7.36 -8.96
O14 -4.41 7.77 -8.08
C50 -3.28 7.86 -8.83
O15 -2.27 8.35 -8.46
O16 -3.48 7.32 -10.06
H60 -4.76 6.07 -12.11
H61 -6.35 6.10 -11.34
H62 -5.52 7.61 -11.75
H63 -4.51 5.58 -9.71
H64 -6.19 6.74 -8.42
H65 -5.98 8.25 -9.34